(1)
{
  "formula": "C14H25Cl10FO9",
  "method": "ωB97M-V/def2-TZVPD",
  "species": ["H", "H", "H", "C", "Cl", "O", "H", "H", "Cl", "H", "H", "H", "C", "C", "H", "H", "O", "O", "C", "Cl", "H", "H", "Cl", "O", "H", "H", "H", "H", "C", "O", "H", "O", "Cl", "C", "Cl", "H", "C", "C", "O", "Cl", "C", "F", "C", "O", "H", "H", "H", "H", "C", "Cl", "O", "C", "Cl", "C", "C", "Cl", "H", "H", "H"],
  "xyz": [[-8.1119, -2.4139, 4.3938], [-15.0615, -0.9498, 7.3699], [-19.6745, 1.8354, 7.7297], [-18.6951, 1.7179, 7.2733], [-12.8389, 3.4615, 3.1970], [-10.2504, 0.5405, 3.7867], [-9.0889, 4.6082, 3.2577], [-9.8531, -2.0220, 4.4384], [-14.2916, -0.2429, 2.3674], [-9.3182, 2.7650, 4.7569], [-10.4611, -2.0966, 6.8901], [-18.0410, 1.2266, 7.9924], [-8.2819, 5.1084, 6.2334], [-9.4372, 0.1494, 2.9989], [-13.3973, 2.7865, 1.0140], [-15.5902, -2.2423, 8.5014], [-16.7701, 4.2646, 5.9732], [-9.0176, 3.9820, 6.3933], [-8.8425, -1.6126, 4.3961], [-11.1735, 3.5322, 0.8131], [-7.4754, 0.1059, 0.8616], [-15.9052, 0.6850, 3.8311], [-16.6353, -1.5643, 3.4851], [-8.3388, 5.5246, 4.9356], [-10.7813, 3.6464, 5.3690], [-8.8260, -1.0233, 0.7951], [-12.2541, 1.6673, 5.3309], [-12.2196, 1.6713, 1.7808], [-12.5138, 2.7004, 1.6311], [-9.2138, 0.7516, 1.8391], [-10.9982, -3.4285, 7.9591], [-8.6131, -0.8727, 3.2069], [-17.3226, -1.4536, 7.0956], [-11.9826, 1.1569, 6.2456], [-10.5610, -1.4383, 9.1292], [-15.3588, 5.5665, 5.3662], [-15.6531, -1.8482, 7.4972], [-10.3068, -2.6074, 7.8291], [-16.3223, 2.0708, 6.1501], [-12.5332, -0.5098, 6.1822], [-9.7145, 3.6866, 5.1794], [-10.4401, 5.7442, 4.1861], [-17.0386, 3.0172, 6.3201], [-18.2204, 3.0031, 6.9270], [-8.9139, 0.4614, -0.1425], [-15.1152, 3.8980, 4.7892], [-8.7090, -0.9962, 5.2877], [-14.8702, -0.5595, 4.6135], [-15.4328, -0.2812, 3.7318], [-14.9962, -3.0761, 6.3853], [-7.6648, 5.6324, 7.0852], [-15.4023, 4.5187, 5.6343], [-8.6592, -3.2717, 7.8214], [-9.3783, 4.8722, 4.2699], [-8.5589, 0.0333, 0.7908], [-12.6390, 2.0779, 7.6027], [-14.7650, 4.3043, 6.4901], [-10.9039, 1.1297, 6.3402], [-18.8058, 1.0545, 6.4150]],
  "atomic_forces_ev_per_a": [[0.00, -0.02, 0.00], [0.04, 0.03, 0.09], [0.02, 0.28, -0.02], [-0.38, -0.83, 0.41], [-0.09, -0.15, 0.00], [-0.44, 0.31, 0.28], [0.07, 0.08, -0.04], [0.01, 0.03, -0.24], [0.02, 0.13, 0.03], [-0.24, -0.13, 0.07], [-0.07, 0.00, -0.06], [0.12, 0.11, -0.06], [-0.38, -0.59, -0.13], [0.53, 0.03, 0.03], [-0.06, 0.01, 0.00], [-0.09, 0.00, 0.07], [-0.01, 0.46, 0.11], [-0.17, 0.26, -0.18], [-0.07, -0.27, 0.72], [-0.07, -0.05, -0.06], [-0.01, 0.16, 0.09], [-0.12, 0.02, 0.00], [-0.07, 0.31, -0.06], [-0.02, 0.00, -0.19], [-0.05, -0.15, 0.00], [-0.07, 0.07, 0.14], [-0.14, -0.15, -0.11], [-0.01, -0.04, 0.17], [0.34, 0.21, -0.07], [-0.33, 0.05, -0.19], [-0.06, -0.03, 0.01], [0.00, -0.17, -0.35], [-0.08, -0.12, 0.15], [0.46, 0.37, -0.06], [0.04, -0.04, -0.02], [0.03, 0.09, 0.01], [0.16, -0.02, -0.37], [0.17, 0.01, 0.08], [0.34, -0.61, -0.19], [-0.32, -0.19, -0.07], [0.47, 0.32, -0.19], [0.03, -0.14, 0.02], [-0.13, 0.32, 0.33], [-0.21, 0.19, -0.27], [0.08, 0.19, 0.07], [0.10, 0.02, 0.01], [0.12, 0.08, -0.14], [0.05, 0.17, 0.06], [0.09, -0.60, -0.04], [0.05, 0.06, 0.14], [0.46, 0.34, 0.37], [-0.13, -0.20, -0.19], [-0.06, 0.04, 0.00], [-0.22, 0.01, 0.26], [0.12, -0.40, -0.35], [-0.08, -0.09, 0.05], [0.07, 0.01, -0.02], [0.01, 0.02, 0.06], [0.17, 0.20, -0.15]],
  "smiles": "O=C1OC[C@@H](F)O1.COC(=O)OC.COC(=O)OC.ClCCl.ClCCl.ClCCl.ClCCl.ClCCl",
  "orbital_gap_ev": 10.960,
  "largest_force_ev_per_a": 1.00,
  "de_lowest_kj_mol": 0.0,
  "total_charge": 0,
  "lumo_ev": 0.2
}



(2)
{
  "formula": "C14H25Cl2N2OP2Zr",
  "method": "ωB97M-V/def2-TZVPD",
  "species": ["N", "H", "C", "C", "H", "C", "P", "C", "H", "H", "P", "Cl", "H", "H", "H", "C", "C", "H", "H", "H", "N", "C", "Zr", "C", "H", "C", "H", "Cl", "C", "H", "H", "H", "H", "C", "H", "H", "H", "H", "H", "C", "C", "H", "C", "H", "H", "H", "O"],
  "xyz": [[0.1628, 0.1009, 7.0521], [-1.5245, 1.7216, 4.0009], [0.0583, -3.3390, -2.2780], [-0.5021, 1.0068, 2.2766], [-0.8556, -4.5311, 0.3087], [-0.3588, 3.2880, -2.4924], [0.2706, -2.5721, -0.6490], [-0.8274, 0.9669, 3.6426], [-2.1264, 3.0414, 0.0477], [0.2784, -4.4070, -2.2327], [0.0269, 2.6026, -0.8691], [2.6624, 0.3480, 0.6246], [1.8406, 4.3274, -0.8590], [-0.8569, -3.1984, 1.4604], [0.7194, -2.8992, -3.0262], [-1.4696, -0.0282, -3.6278], [0.4263, -1.1352, 3.7904], [1.2182, -1.7446, 4.2897], [2.1973, -4.0846, -0.3984], [0.3304, 2.9344, -3.2598], [-0.2213, -0.1395, 1.6665], [-0.1385, -0.0226, 5.9139], [0.5767, 0.0422, -0.5862], [-0.9291, -3.4466, 0.3984], [-1.3622, 3.0126, -2.8208], [-0.2720, -0.0914, 4.4389], [-0.9894, -0.9124, -4.0793], [1.7612, -0.0660, -2.6229], [0.2507, -1.1589, 2.4113], [2.2559, -2.8381, 0.8612], [-0.7947, 0.8254, -3.7738], [-0.9564, -3.2354, -2.6673], [-1.9400, -3.1732, 0.0838], [1.6770, 3.3067, -0.4944], [-1.1540, 4.5256, 0.1023], [2.6978, -2.4270, -0.7796], [-0.3079, 4.3787, -2.4886], [1.8706, 3.2927, 0.5831], [2.4382, 2.6641, -0.9503], [-1.5640, -0.2311, -2.1945], [1.9933, -3.0281, -0.1858], [-0.3233, 1.8823, 1.6710], [-1.1323, 3.4468, 0.2385], [-2.3890, 0.1733, -4.2114], [0.6896, -1.9588, 1.8376], [-0.9363, 3.2903, 1.3038], [-2.4708, -0.5100, -1.4569]],
  "atomic_forces_ev_per_a": [[-1.15, -0.51, -3.80], [0.81, 0.20, 0.61], [-0.03, 0.12, -0.57], [-0.65, -0.90, 1.38], [0.27, 0.00, -0.21], [-0.31, -0.25, -0.72], [-0.09, -1.80, -0.28], [0.29, -0.35, 0.07], [-0.18, 0.15, 0.01], [-0.01, 0.01, 0.16], [-0.11, 2.41, -0.12], [-1.54, -0.29, -0.88], [-0.53, -0.12, -0.11], [0.06, -0.04, -0.27], [0.19, 0.02, 0.15], [2.24, 0.90, -1.72], [0.22, 0.86, -0.57], [-1.33, 0.16, -0.33], [-0.32, 0.10, -0.06], [0.22, -0.03, 0.10], [1.46, -0.42, -1.09], [0.60, 0.74, 2.10], [4.36, 0.26, 3.03], [-0.41, 0.18, 0.35], [-0.14, 0.07, 0.12], [0.29, 0.54, 0.55], [0.21, 0.10, 0.28], [-0.87, -0.03, 0.25], [0.72, -0.59, 0.53], [-0.28, -0.03, -0.18], [0.12, -0.29, -0.29], [-0.15, -0.05, 0.23], [0.03, 0.01, -0.07], [0.68, -0.58, 0.16], [0.15, 0.08, -0.42], [-0.20, -0.21, 0.01], [0.04, -0.04, 0.24], [-0.15, -0.04, -0.10], [-0.02, 0.24, -0.01], [-9.11, -2.36, 2.16], [0.45, 0.31, 0.04], [-0.97, -0.09, 0.49], [-0.53, -0.18, 0.48], [-0.47, -0.18, 1.21], [-0.10, -0.13, 0.24], [0.01, 0.33, -0.49], [6.21, 1.75, -2.66]],
  "orbital_gap_ev": 3.525,
  "largest_force_ev_per_a": 9.65,
  "total_charge": 3,
  "lumo_ev": -15.2
}



(3)
{
  "formula": "C14H25Cl3O2Ti",
  "method": "ωB97M-V/def2-TZVPD",
  "species": ["H", "H", "C", "H", "C", "O", "H", "H", "H", "H", "H", "C", "Cl", "H", "H", "H", "C", "C", "H", "H", "C", "H", "H", "H", "Cl", "C", "H", "O", "C", "H", "C", "Cl", "H", "Ti", "C", "C", "H", "H", "H", "C", "C", "H", "H", "C", "H"],
  "xyz": [[2.2757, 2.2672, -1.3944], [0.7066, 3.1033, -1.4303], [0.7192, 1.1511, -2.2740], [1.2752, -0.8632, 5.3082], [-1.2419, -0.8636, 4.1158], [-0.0153, 0.0767, 2.3658], [-2.1898, -1.5476, -3.8201], [-2.2614, -2.1191, -2.1042], [0.2043, 2.5231, 0.9946], [3.2582, 0.6383, -1.6068], [-0.0150, -3.1631, -2.5275], [0.7683, -2.5226, -2.9383], [0.5977, -1.7563, 0.3491], [0.8229, -2.7047, -4.0191], [3.5019, -0.3064, -3.0789], [3.0698, -1.1133, -1.5445], [-0.8300, -0.5409, -2.5646], [-0.6796, 0.8670, -2.3171], [-2.0421, 2.2023, -3.2795], [-1.1733, -1.8376, 3.5925], [1.2827, -0.8113, 4.2059], [-1.5147, 2.7227, -1.6638], [-0.8133, 1.9429, 3.7910], [1.7293, -2.8092, -2.5097], [-2.8748, 0.0768, 0.9709], [1.4276, -0.0761, -2.4326], [-2.1071, -0.3246, 3.7093], [-0.3377, 1.9080, 0.4617], [0.0425, 1.4250, 4.2508], [2.1999, -0.3000, 3.8899], [1.3735, 2.4436, -1.9980], [-2.8823, -3.3777, -0.1190], [-1.4040, -1.0235, 5.1943], [-0.6733, 0.0950, 0.7588], [-1.7858, 1.8469, -2.2652], [0.4728, -1.1094, -2.6741], [-2.6959, 1.4148, -1.8273], [0.9909, 1.8865, 3.9080], [1.3375, -1.8288, 3.7891], [2.8768, -0.2267, -2.1676], [0.0219, -0.0504, 3.7765], [-2.9679, -0.5715, -2.5536], [-0.0370, 1.4997, 5.3437], [-2.1163, -1.2331, -2.7621], [1.7032, 2.9899, -2.9037]],
  "atomic_forces_ev_per_a": [[-0.09, 0.31, 0.00], [0.13, 0.03, -0.07], [-0.23, -1.32, 0.07], [0.10, -0.10, -0.30], [-0.02, 0.21, 0.08], [0.02, 0.02, 1.09], [-0.26, -0.11, 0.18], [0.16, 0.45, -0.46], [-0.50, -0.87, -0.35], [0.02, -0.19, -0.09], [0.07, -0.14, 0.05], [-0.06, -0.47, -0.17], [-0.07, 0.10, -0.20], [0.05, -0.25, -0.10], [-0.07, -0.07, 0.21], [0.05, 0.05, -0.15], [1.46, 0.73, 0.36], [0.91, -1.12, 0.42], [-0.12, 0.09, 0.13], [-0.08, 0.49, 0.31], [0.12, 0.05, 0.18], [-0.07, -0.07, -0.05], [0.33, -0.11, 0.16], [0.09, -0.17, 0.09], [-0.19, -0.05, 0.09], [-1.51, 0.36, -0.44], [0.12, -0.22, 0.11], [0.32, -0.12, 0.59], [-0.07, -0.51, 0.18], [-0.22, 0.09, 0.03], [0.18, 0.57, 0.11], [-0.18, -0.35, 0.24], [0.23, 0.05, -0.25], [1.03, 1.04, -1.46], [-0.40, 0.47, -0.22], [-0.44, 1.81, 0.39], [0.15, 0.13, -0.09], [-0.55, -0.18, 0.20], [-0.31, 0.36, 0.10], [0.60, -0.21, -0.09], [-0.16, 0.06, -0.60], [0.13, -0.10, -0.08], [0.09, 0.04, -0.13], [-0.65, -0.73, -0.20], [-0.09, -0.06, 0.16]],
  "orbital_gap_ev": 4.065,
  "largest_force_ev_per_a": 2.07,
  "de_lowest_kj_mol": 101.4,
  "total_charge": -2,
  "lumo_ev": 4.3
}



(4)
{
  "formula": "C14H25ClN3",
  "method": "ωB97M-V/def2-TZVPD",
  "species": ["C", "H", "N", "H", "C", "H", "C", "H", "C", "H", "C", "N", "H", "C", "H", "H", "H", "C", "H", "H", "C", "H", "H", "H", "H", "Cl", "C", "H", "C", "C", "H", "H", "C", "H", "H", "C", "H", "H", "H", "H", "C", "N", "H"],
  "xyz": [[-3.1487, -0.4947, 0.0698], [-2.4767, -1.0636, -1.9719], [2.3013, -0.4543, 1.4311], [5.2214, 0.6429, -1.7007], [-2.3318, -0.1631, -1.2596], [-2.8751, -1.5319, 0.4681], [-4.7225, -0.5528, -0.3666], [-0.0995, 3.1459, -0.8154], [-2.1365, 1.8449, 1.0310], [4.3563, 1.7621, -2.9579], [-0.0771, 0.4893, 1.5463], [1.4548, 1.6013, -0.0236], [-2.5939, 2.5475, 0.2354], [1.7756, -2.6475, 2.6154], [-5.3254, -1.0676, 0.4517], [2.0871, -3.6893, 2.2262], [-2.7003, -0.0189, 2.2094], [0.1562, 2.2682, -0.1261], [-2.1877, 2.4618, 2.0097], [2.5117, -2.2895, 3.4119], [-3.0414, 0.5541, 1.2707], [-4.7774, -1.0877, -1.3727], [4.4579, -0.1220, -3.2502], [-2.7895, 0.7315, -1.8265], [2.4907, 2.6923, -1.6066], [1.6525, 0.1800, -2.8870], [1.3494, 0.5486, 0.9543], [0.1365, -2.8549, 0.2864], [3.0008, 0.5385, -1.6611], [1.0915, -2.2737, 0.0068], [3.5751, 2.2022, -0.1549], [-1.1969, -0.0673, -1.1259], [2.6950, 1.8869, -0.8057], [-4.1054, 0.9271, 1.5237], [-5.0358, 0.5356, -0.5571], [1.7559, -1.6715, 1.3319], [-0.5425, -0.2041, 2.3149], [0.8073, -1.4784, -0.7642], [3.1105, -0.3860, -0.9993], [1.7928, -3.0490, -0.4823], [4.3769, 0.7192, -2.4708], [-0.6841, 1.5754, 0.7997], [0.6907, -2.6874, 2.9915]],
  "atomic_forces_ev_per_a": [[-1.17, 0.03, -0.54], [0.23, 1.42, 1.12], [-3.21, -0.18, -0.50], [-1.06, 0.18, -1.25], [-0.17, -0.86, -0.49], [-0.16, 1.44, -0.66], [1.41, 0.29, -0.24], [0.36, -1.67, 1.36], [-1.46, 1.36, 1.09], [0.27, -1.73, 0.55], [4.34, 2.98, -4.40], [-2.93, 0.11, 1.97], [1.07, -1.39, 0.96], [0.89, -0.04, -1.75], [0.58, 0.83, -1.28], [-0.65, 1.49, 0.90], [-0.41, 1.10, -1.30], [1.04, -3.49, 2.69], [0.11, -0.95, -1.53], [-1.23, -0.38, -1.17], [0.03, -0.27, 0.23], [-0.23, 0.47, 1.51], [0.00, 1.47, 1.21], [0.89, -1.18, 1.05], [0.12, -1.10, 1.57], [0.77, 0.50, 1.17], [-2.82, -1.13, 0.86], [1.44, 0.86, -0.40], [1.70, 0.21, -0.03], [-0.75, 0.02, 0.62], [-1.31, -0.64, -0.70], [-1.68, 0.10, -0.14], [-0.26, -1.03, -1.88], [1.80, -0.36, -0.39], [0.13, -1.64, 0.44], [0.60, -0.06, 0.34], [0.70, 1.42, -1.34], [0.57, -1.06, 1.15], [-0.48, 1.43, -0.85], [-0.83, 1.32, 0.96], [-0.85, 0.06, 0.47], [0.94, 0.00, -0.85], [1.63, 0.07, -0.50]],
  "smiles": "CC(C)=Nc1cn(CCC(C)C)c[n+]1C[C@H](C)Cl",
  "orbital_gap_ev": 8.696,
  "largest_force_ev_per_a": 6.86,
  "total_charge": 1,
  "lumo_ev": -3.3
}



(5)
{
  "formula": "C14H25CoN6O5",
  "method": "ωB97M-V/def2-TZVPD",
  "species": ["H", "C", "N", "H", "H", "H", "C", "C", "H", "C", "H", "H", "H", "N", "C", "H", "C", "N", "H", "H", "H", "O", "H", "N", "O", "H", "C", "H", "C", "H", "C", "Co", "H", "C", "H", "N", "H", "N", "O", "H", "H", "C", "O", "H", "C", "H", "C", "C", "O", "H", "H"],
  "xyz": [[1.9174, 1.8672, 0.8078], [0.7592, 0.4320, -2.2086], [0.7855, 1.1670, -3.3087], [-3.7399, -3.2591, 0.2821], [0.1245, 0.6045, 5.0633], [-3.2243, 0.1783, 0.9169], [-1.7052, -3.1890, 0.0787], [0.5827, -2.8830, 0.0658], [-0.4485, 2.2240, -4.6023], [-0.2657, -5.0950, -0.0101], [-3.4842, 2.2862, -0.0583], [1.8451, -4.5935, -0.0004], [2.3437, 1.5015, -1.1844], [-2.6778, 1.7130, -0.2545], [1.9612, 0.4864, -1.2650], [-0.3922, 2.2631, 4.6942], [-1.5339, -4.5780, 0.0239], [-2.9602, -2.6493, 0.1137], [2.0418, 1.8684, -4.8124], [-2.4059, -5.2187, 0.0207], [-1.1067, 0.8896, 3.8250], [-0.1363, -0.1790, 1.9868], [-0.3626, 0.4825, -4.9472], [-2.7806, 0.3382, 0.0136], [-0.4294, 1.5106, -0.0440], [-0.1175, -6.1667, -0.0478], [-1.4334, 2.3323, -0.0749], [2.4748, 2.6075, 2.6568], [1.8725, 0.8234, 1.1143], [-3.3433, -0.0931, -0.7143], [0.8290, -4.2287, 0.0178], [-0.6920, -0.3541, 0.0228], [2.7489, -0.1544, -1.6702], [1.9426, 2.3046, 3.5523], [2.8296, 0.5271, 1.5522], [0.8316, 1.4115, 3.2437], [-1.2896, 1.0662, -3.5538], [-0.6594, -2.3531, 0.0856], [-1.3853, 3.5409, -0.0063], [1.5474, 3.2034, 4.0207], [2.8564, 1.5997, -3.2848], [-0.1992, 1.2801, 4.2705], [1.5801, -0.0113, 0.0066], [-3.0389, -1.7124, 0.4481], [0.7706, 0.6576, 2.1542], [2.6462, 1.8322, 4.2408], [1.9354, 1.9601, -3.7330], [-0.4036, 1.2322, -4.1571], [-0.2015, -0.3149, -1.9458], [1.7958, 3.0129, -3.4825], [1.3948, -2.1710, 0.0877]],
  "atomic_forces_ev_per_a": [[-0.03, 0.02, -0.03], [-0.04, -0.03, 0.09], [0.07, 0.04, -0.11], [0.02, -0.03, 0.06], [0.02, 0.00, 0.01], [-0.05, 0.12, -0.02], [0.06, 0.04, 0.10], [-0.03, -0.07, -0.04], [0.00, 0.00, -0.01], [0.06, -0.05, 0.00], [0.03, 0.01, 0.05], [-0.02, -0.01, 0.01], [-0.04, 0.05, 0.03], [-0.09, 0.04, -0.07], [-0.10, 0.01, 0.05], [0.00, 0.00, 0.01], [-0.03, -0.08, -0.01], [0.00, -0.12, -0.22], [-0.01, 0.00, -0.01], [0.03, 0.01, -0.01], [-0.01, -0.02, -0.02], [-0.22, -0.08, 0.06], [0.01, -0.01, -0.01], [0.05, -0.19, -0.05], [-0.26, 0.39, 0.01], [-0.01, 0.02, 0.00], [0.03, 0.03, -0.02], [-0.01, -0.01, -0.01], [0.00, -0.05, -0.03], [0.03, 0.00, 0.02], [-0.03, -0.05, -0.01], [0.39, 0.16, 0.04], [0.06, 0.02, -0.04], [-0.02, -0.04, 0.02], [0.04, 0.01, 0.01], [0.04, 0.04, 0.11], [-0.01, -0.01, 0.03], [-0.04, 0.13, -0.01], [0.10, 0.04, -0.01], [-0.01, 0.00, -0.01], [0.00, -0.01, 0.00], [0.07, 0.00, -0.03], [0.22, -0.14, 0.03], [0.00, -0.04, 0.17], [0.00, -0.03, -0.01], [-0.02, -0.01, 0.01], [-0.06, -0.03, 0.00], [0.08, 0.00, 0.01], [-0.18, -0.08, -0.15], [-0.01, 0.00, 0.01], [-0.07, -0.02, 0.01]],
  "orbital_gap_ev": [9.415, 9.445],
  "largest_force_ev_per_a": 0.47,
  "spin_multiplicity": 2,
  "total_charge": 1,
  "lumo_ev": [-2.1, -2.1]
}